{"formula": "C7H13N", "method": "the ωB97M-V functional and the def2-TZVPD basis", "species": ["C", "C", "C", "C", "C", "N", "C", "C", "H", "H", "H", "H", "H", "H", "H", "H", "H", "H", "H", "H", "H"], "positions_angstrom": [[0.325, -3.250, -0.413], [0.391, -1.826, 0.146], [0.022, -0.826, -0.648], [0.246, 0.602, -0.282], [1.040, 1.372, -1.048], [1.237, 2.735, -0.813], [-0.295, 1.053, 1.041], [-1.833, 0.920, 1.261], [1.194, -3.311, -1.081], [-0.509, -3.424, -1.087], [0.510, -4.028, 0.325], [0.996, -1.696, 1.030], [-0.519, -0.949, -1.578], [1.703, 0.947, -1.791], [0.427, 3.251, -0.489], [1.601, 3.282, -1.580], [0.185, 0.386, 1.763], [-0.097, 2.091, 1.310], [-2.286, 0.211, 0.567], [-2.325, 1.871, 1.083], [-2.013, 0.589, 2.282]], "smiles": "C/C=C/C(=C/N)CC", "e_homo_ev": -7.52, "relative_energy_kcal_mol": 34.5, "lumo_ev": 1.09}